# 1
Here is 10 unconnected molecules or ions with the total composition C41H77NO9 at a distorted geometry from OMol25. Energies are from ωB97M-V with the def2-TZVPD basis set.

Kohn-Sham gap: 0.3710 Eh
Energy above the lowest of the compared OMol25 structures with the same formula, charge and spin: 0.0 kJ/mol
DFT total energy: -2340.1842 a.u.
Highest occupied orbital energy: -9.462 eV
Multiplicity: 1

XYZ file:
```
128
Properties=species:S:1:pos:R:3:lowdin_charge:R:1
C -3.121 -2.939 1.879 -0.07
C -2.450 -2.230 2.861 -0.06
C -2.981 -1.006 3.248 -0.15
N -4.113 -0.495 2.757 0.06
C -4.765 -1.212 1.844 -0.16
C -4.316 -2.435 1.387 -0.06
H -2.751 -3.898 1.540 0.09
H -1.512 -2.552 3.292 0.10
H -2.533 -0.373 4.008 0.10
H -5.685 -0.769 1.478 0.09
H -4.852 -2.988 0.626 0.10
C -0.675 0.179 0.939 -0.14
C -0.059 1.235 0.006 -0.15
C 1.119 0.529 -0.666 -0.18
O 0.896 -0.867 -0.482 -0.16
C -0.348 -1.101 0.181 -0.18
H -1.742 0.343 1.074 0.10
H -0.168 0.215 1.905 0.10
H 0.180 2.170 0.512 0.10
H -0.830 1.460 -0.739 0.08
H 2.073 0.801 -0.209 0.12
H 1.128 0.763 -1.733 0.09
H -0.235 -1.956 0.846 0.10
H -1.101 -1.341 -0.581 0.12
C -5.297 1.952 0.090 -0.15
C -4.030 1.883 -0.768 -0.16
C -3.262 3.104 -0.275 -0.21
O -3.482 3.107 1.133 -0.15
C -4.825 2.665 1.379 -0.18
H -5.688 0.955 0.281 0.08
H -6.069 2.522 -0.427 0.11
H -4.240 1.910 -1.838 0.10
H -3.419 0.997 -0.572 0.10
H -3.660 4.031 -0.713 0.13
H -2.187 3.059 -0.432 0.08
H -5.460 3.519 1.621 0.11
H -4.767 1.969 2.216 0.09
C 4.151 -4.273 -0.951 -0.14
C 2.900 -3.633 -0.309 -0.17
C 3.445 -2.345 0.281 -0.20
O 4.768 -2.682 0.722 -0.15
C 5.336 -3.569 -0.241 -0.19
H 4.175 -4.121 -2.029 0.10
H 4.192 -5.340 -0.736 0.10
H 2.483 -4.275 0.463 0.11
H 2.169 -3.404 -1.085 0.08
H 2.926 -1.963 1.158 0.11
H 3.529 -1.539 -0.455 0.10
H 5.938 -4.283 0.318 0.11
H 5.952 -3.003 -0.945 0.11
C 3.379 -1.664 -4.815 -0.16
C 2.666 -1.324 -3.513 -0.16
C 1.369 -2.114 -3.650 -0.22
O 1.033 -2.060 -5.019 -0.14
C 2.220 -1.923 -5.803 -0.18
H 4.050 -2.524 -4.752 0.10
H 4.017 -0.852 -5.170 0.11
H 2.452 -0.254 -3.472 0.10
H 3.239 -1.570 -2.620 0.09
H 0.567 -1.681 -3.050 0.11
H 1.514 -3.145 -3.294 0.10
H 2.104 -1.084 -6.488 0.11
H 2.380 -2.850 -6.356 0.11
C 0.844 5.012 -0.395 -0.16
C 0.956 6.424 -0.938 -0.16
C 1.406 6.145 -2.369 -0.22
O 0.714 4.983 -2.773 -0.13
C 0.332 4.224 -1.628 -0.20
H 0.133 4.891 0.426 0.10
H 1.794 4.612 -0.037 0.11
H 1.663 7.063 -0.408 0.11
H -0.014 6.924 -0.920 0.12
H 2.493 5.982 -2.406 0.12
H 1.203 6.981 -3.040 0.12
H 0.762 3.223 -1.627 0.10
H -0.757 4.177 -1.583 0.10
C 2.852 -2.084 5.493 -0.16
C 3.190 -0.584 5.406 -0.15
C 1.984 -0.076 4.632 -0.21
O 1.634 -1.115 3.705 -0.17
C 2.307 -2.331 4.086 -0.20
H 2.084 -2.290 6.240 0.11
H 3.719 -2.722 5.654 0.11
H 4.127 -0.518 4.855 0.12
H 3.246 -0.156 6.404 0.11
H 2.153 0.821 4.035 0.12
H 1.162 0.091 5.336 0.12
H 3.132 -2.469 3.381 0.11
H 1.588 -3.147 4.013 0.12
C -0.516 1.266 -4.333 -0.15
C -1.750 1.538 -3.473 -0.17
C -2.819 1.918 -4.517 -0.19
O -2.122 2.151 -5.738 -0.13
C -0.743 2.296 -5.427 -0.20
H -0.572 0.266 -4.773 0.11
H 0.447 1.343 -3.827 0.10
H -1.514 2.364 -2.797 0.08
H -2.075 0.712 -2.837 0.10
H -3.346 2.819 -4.181 0.11
H -3.550 1.126 -4.676 0.12
H -0.504 3.318 -5.105 0.12
H -0.183 2.118 -6.347 0.12
C -0.652 -5.480 -2.255 -0.14
C 0.242 -5.875 -1.056 -0.14
C -0.397 -5.135 0.111 -0.20
O -1.788 -5.022 -0.210 -0.17
C -1.954 -4.971 -1.621 -0.19
H -0.764 -6.330 -2.930 0.11
H -0.158 -4.716 -2.855 0.09
H 1.254 -5.527 -1.245 0.08
H 0.219 -6.946 -0.871 0.11
H 0.031 -4.138 0.258 0.09
H -0.350 -5.709 1.036 0.12
H -2.113 -3.930 -1.923 0.11
H -2.811 -5.573 -1.918 0.12
C -0.256 4.618 4.867 -0.17
C -0.025 3.619 3.751 -0.17
C -0.747 2.401 4.319 -0.21
O -0.473 2.422 5.716 -0.14
C -0.112 3.738 6.112 -0.20
H -1.284 4.997 4.802 0.12
H 0.342 5.529 4.814 0.11
H 1.032 3.389 3.589 0.11
H -0.426 3.859 2.764 0.10
H -0.341 1.478 3.896 0.09
H -1.817 2.433 4.091 0.12
H 0.922 3.769 6.474 0.12
H -0.767 4.073 6.918 0.11
```



# 2
Here is 10 unconnected molecules or ions with the total composition C58H130N6O10 at a distorted geometry from OMol25. Energies are from ωB97M-V with the def2-TZVPD basis set.

Kohn-Sham gap: 0.2961 Eh
Energy above the lowest of the compared OMol25 structures with the same formula, charge and spin: 280.4 kJ/mol
DFT total energy: -3368.3860 a.u.
Highest occupied orbital energy: -7.807 eV
Multiplicity: 1

XYZ file:
```
204
Properties=species:S:1:pos:R:3:lowdin_charge:R:1
C -2.959 -6.594 1.148 -0.04
C -3.396 -5.188 1.507 -0.47
C -2.104 -4.235 1.611 -0.01
C -4.271 -4.598 0.386 -0.13
C -5.049 -3.289 0.730 -0.16
C -5.799 -3.421 2.079 -0.12
C -4.950 -4.070 3.222 -0.47
C -4.010 -2.896 3.681 -0.04
C -5.945 -4.432 4.283 -0.05
N -4.169 -5.246 2.757 -0.14
O -3.577 -5.983 3.764 -0.01
H -2.270 -7.071 1.844 0.08
H -3.766 -7.325 1.195 0.09
H -2.514 -6.595 0.152 0.08
H -1.710 -4.353 2.620 0.07
H -1.293 -4.663 1.023 0.04
H -2.090 -3.162 1.418 0.06
H -3.655 -4.419 -0.495 0.10
H -4.984 -5.372 0.100 0.12
H -4.342 -2.463 0.665 0.08
H -5.838 -3.197 -0.016 0.10
H -6.780 -3.883 1.971 0.12
H -5.971 -2.374 2.326 0.11
H -3.532 -2.253 2.943 0.07
H -3.348 -3.244 4.474 0.07
H -4.661 -2.170 4.169 0.07
H -6.425 -3.511 4.614 0.09
H -5.541 -4.976 5.137 0.08
H -6.675 -5.173 3.957 0.09
H -4.288 -6.606 3.930 0.11
C -0.885 3.313 -2.406 -0.02
C -1.494 4.492 -1.520 -0.48
C -2.931 4.082 -1.066 -0.01
C -0.640 4.607 -0.338 -0.17
C -0.959 5.871 0.495 -0.15
C -0.816 7.122 -0.401 -0.13
C -1.599 6.999 -1.739 -0.49
C -3.083 7.291 -1.435 -0.05
C -1.070 8.119 -2.686 -0.03
N -1.379 5.683 -2.351 -0.12
O -2.075 5.572 -3.559 -0.01
H -1.523 3.153 -3.275 0.07
H 0.091 3.515 -2.848 0.07
H -0.775 2.377 -1.859 0.06
H -3.130 4.198 -0.001 0.07
H -3.799 4.547 -1.533 0.07
H -3.116 3.038 -1.316 0.06
H -0.703 3.703 0.267 0.11
H 0.403 4.705 -0.638 0.12
H -1.972 5.817 0.895 0.10
H -0.207 5.896 1.283 0.10
H 0.225 7.261 -0.695 0.11
H -1.135 8.032 0.109 0.12
H -3.225 8.322 -1.111 0.08
H -3.644 6.670 -0.736 0.07
H -3.724 7.210 -2.312 0.08
H -1.715 8.292 -3.547 0.08
H -0.095 7.759 -3.015 0.08
H -0.952 9.057 -2.144 0.08
H -1.363 5.560 -4.203 0.11
C 3.232 -3.335 -4.932 -0.04
C 2.844 -4.065 -3.581 -0.44
C 3.414 -5.497 -3.629 -0.04
C 3.460 -3.211 -2.341 -0.09
C 2.704 -3.226 -1.015 -0.17
C 1.216 -2.850 -1.280 -0.11
C 0.617 -3.964 -2.242 -0.47
C 0.608 -5.331 -1.511 -0.02
C -0.821 -3.537 -2.400 -0.07
N 1.368 -4.006 -3.555 -0.12
O 0.779 -4.793 -4.543 -0.01
H 2.786 -3.735 -5.842 0.07
H 2.985 -2.274 -4.949 0.07
H 4.306 -3.490 -5.035 0.08
H 3.373 -5.895 -4.643 0.07
H 4.462 -5.608 -3.350 0.08
H 2.881 -6.233 -3.027 0.07
H 4.421 -3.680 -2.131 0.10
H 3.710 -2.233 -2.755 0.10
H 2.878 -4.130 -0.431 0.11
H 2.990 -2.429 -0.329 0.07
H 1.160 -1.884 -1.781 0.11
H 0.584 -2.884 -0.393 0.10
H 0.099 -5.198 -0.556 0.07
H 1.625 -5.692 -1.357 0.06
H 0.229 -6.102 -2.181 0.09
H -1.261 -4.304 -3.037 0.08
H -0.852 -2.585 -2.930 0.08
H -1.516 -3.534 -1.561 0.07
H 0.785 -4.250 -5.335 0.09
C 3.923 0.426 -0.517 -0.02
C 3.589 1.615 -1.413 -0.50
C 2.548 1.195 -2.505 -0.01
C 2.921 2.663 -0.607 -0.14
C 3.869 3.421 0.338 -0.18
C 5.011 4.034 -0.430 -0.14
C 5.724 3.064 -1.394 -0.45
C 6.327 3.995 -2.547 -0.04
C 6.999 2.448 -0.683 -0.01
N 4.848 2.099 -2.021 -0.16
O 5.434 1.344 -2.984 0.02
H 4.478 -0.306 -1.104 0.09
H 4.543 0.679 0.343 0.05
H 2.998 -0.080 -0.242 0.07
H 2.943 0.522 -3.266 0.07
H 1.761 0.723 -1.917 0.07
H 2.391 2.079 -3.123 0.08
H 2.589 3.445 -1.291 0.12
H 2.083 2.326 0.004 0.12
H 3.464 4.217 0.964 0.11
H 4.331 2.738 1.051 0.09
H 5.748 4.358 0.306 0.12
H 4.548 4.865 -0.962 0.12
H 6.947 4.786 -2.124 0.08
H 5.527 4.516 -3.073 0.07
H 6.840 3.455 -3.343 0.07
H 7.524 3.231 -0.135 0.07
H 7.733 2.156 -1.434 0.07
H 6.727 1.599 -0.056 0.06
H 5.055 1.843 -3.711 0.11
C 3.460 -2.333 5.021 -0.03
C 4.200 -1.392 4.009 -0.44
C 3.772 -1.777 2.516 -0.01
C 3.761 0.075 4.387 -0.12
C 4.630 1.219 3.820 -0.18
C 6.112 0.974 4.134 -0.13
C 6.621 -0.453 3.721 -0.46
C 6.896 -0.506 2.184 -0.02
C 8.006 -0.554 4.454 -0.05
N 5.644 -1.456 4.167 -0.13
O 6.210 -2.714 4.009 -0.01
H 3.790 -3.349 4.803 0.07
H 3.847 -2.160 6.025 0.08
H 2.376 -2.425 4.947 0.07
H 4.108 -2.740 2.132 0.08
H 2.706 -1.703 2.300 0.07
H 4.215 -1.094 1.792 0.04
H 2.737 0.203 4.035 0.10
H 3.631 0.156 5.466 0.11
H 4.408 1.336 2.759 0.08
H 4.335 2.206 4.179 0.10
H 6.317 1.086 5.199 0.11
H 6.651 1.826 3.719 0.12
H 7.883 -0.083 1.999 0.08
H 6.186 0.089 1.610 0.03
H 6.747 -1.508 1.781 0.08
H 7.944 -0.562 5.542 0.08
H 8.685 0.261 4.201 0.08
H 8.484 -1.473 4.115 0.08
H 6.548 -2.967 4.871 0.11
C -4.584 -2.070 -2.930 -0.02
C -4.114 -0.638 -2.642 -0.46
C -2.906 -0.515 -1.632 -0.02
C -3.649 -0.005 -3.941 -0.14
C -4.782 0.457 -4.860 -0.17
C -5.710 1.394 -4.091 -0.13
C -6.256 0.841 -2.738 -0.51
C -6.783 2.023 -1.862 -0.01
C -7.317 -0.177 -3.096 -0.03
N -5.168 0.235 -2.029 -0.10
O -5.627 -0.341 -0.794 -0.02
H -3.680 -2.679 -2.945 0.07
H -5.402 -2.417 -2.299 0.08
H -4.924 -2.160 -3.962 0.07
H -2.000 -0.970 -2.033 0.06
H -2.655 0.533 -1.469 0.06
H -3.092 -0.992 -0.670 0.05
H -2.953 0.829 -3.859 0.11
H -3.054 -0.834 -4.324 0.12
H -4.367 0.979 -5.723 0.11
H -5.397 -0.338 -5.281 0.10
H -6.496 1.656 -4.800 0.11
H -5.202 2.347 -3.945 0.11
H -7.671 2.419 -2.355 0.08
H -6.081 2.846 -1.723 0.07
H -7.131 1.725 -0.873 0.07
H -7.997 -0.518 -2.315 0.09
H -6.815 -1.094 -3.406 0.06
H -7.930 0.122 -3.946 0.08
H -5.291 0.292 -0.155 0.04
C -0.414 0.008 1.111 -0.16
O -0.290 0.857 2.178 -0.12
H -0.221 0.553 0.187 0.08
H 0.323 -0.786 1.239 0.07
H -1.392 -0.471 1.074 0.07
H -0.765 0.587 2.968 0.04
C -0.967 -1.031 5.210 -0.11
O -1.353 0.227 4.631 -0.14
H -0.239 -1.579 4.611 0.08
H -0.397 -0.698 6.077 0.08
H -1.774 -1.709 5.488 0.07
H -1.752 0.753 5.328 0.09
C 1.655 3.509 3.218 -0.15
O 0.423 3.649 2.533 -0.13
H 2.128 2.577 2.909 0.06
H 2.290 4.379 3.052 0.07
H 1.446 3.489 4.288 0.08
H 0.226 2.780 2.175 0.02
C -3.968 1.338 1.932 -0.15
O -5.288 1.422 1.527 -0.13
H -3.599 2.349 2.103 0.09
H -3.940 0.751 2.850 0.08
H -3.534 0.871 1.048 0.07
H -5.761 2.042 2.087 0.09
```



> Which of these has the highest highest occupied orbital energy?

C58H130N6O10



> Which of these has the lowest highest occupied orbital energy?

C41H77NO9